A cluster of 2 separate species, C2H3ClO2S in total in a non-equilibrium geometry. Source: the Open Molecules 2025 dataset; level of theory: ωB97M-V/def2-TZVPD.

The geometry in XYZ format:
```
9
C2H3ClO2S | the Open Molecules 2025 dataset | ωB97M-V/def2-TZVPD
H -0.650 -1.664 1.079
H 1.872 0.921 -0.231
S -0.527 0.992 0.829
C -1.616 -0.210 -0.331
O -2.562 -0.100 -1.009
Cl 3.004 0.387 -0.214
C -0.448 -0.925 0.262
O 0.410 1.802 -0.054
H 0.517 -1.203 -0.331
```

Summary:
energy above the lowest of the compared OMol25 structures with the same formula, charge and spin = 207.98 kJ/mol
charge = 0

A cluster of 2 separate species, C7H9N2O in total in a non-equilibrium geometry. Source: the Open Molecules 2025 dataset; level of theory: ωB97M-V/def2-TZVPD.

The geometry in XYZ format:
```
19
C7H9N2O | the Open Molecules 2025 dataset | ωB97M-V/def2-TZVPD
N -0.504 0.828 -1.026
C 0.693 -2.249 0.802
H 1.291 -4.209 0.280
C 0.823 1.191 -1.129
H -1.353 -0.878 -1.739
C 0.647 1.834 1.216
C -0.723 1.641 1.169
C 1.098 -3.437 1.067
H -1.840 0.613 -2.531
H -1.384 1.840 2.133
C -0.994 0.057 -2.103
H 2.408 1.988 -0.032
H 1.308 1.852 2.077
H -2.397 1.159 -0.047
H 0.957 -3.799 2.036
N 1.314 1.713 0.040
C -1.338 1.090 0.001
H -0.239 -0.074 -2.852
O 0.234 -1.161 0.637
```

Summary:
energy above the lowest of the compared OMol25 structures with the same formula, charge and spin = 378.03 kJ/mol
charge = +1

A structure of composition C32H28BrCeN5O4 in a non-equilibrium geometry. Source: the Open Molecules 2025 dataset; level of theory: ωB97M-V/def2-TZVPD.

The geometry in XYZ format:
```
71
C32H28BrCeN5O4 | the Open Molecules 2025 dataset | ωB97M-V/def2-TZVPD
H 4.262 2.867 4.427
H -1.176 4.456 -3.367
H -3.209 -1.974 1.462
C -5.304 3.892 -2.745
C 1.818 -3.382 5.121
H -0.009 3.048 4.417
O 0.214 0.367 -1.088
H -2.487 -3.807 0.561
H 1.082 -4.169 5.412
H -2.842 0.396 2.184
C 1.346 3.108 -3.307
C 2.150 3.114 4.563
O 2.760 -0.326 -1.269
H -6.157 4.425 -3.022
H 4.452 -1.418 -0.479
C 3.304 1.656 3.012
C -0.997 -6.167 -2.151
H -2.414 -0.008 0.517
C -2.248 -1.639 1.712
C 0.308 -5.794 -2.629
C 2.088 1.238 2.492
O 1.224 -2.910 -0.515
C -1.530 -3.380 0.282
H 4.220 1.425 -2.756
C 3.328 2.587 4.052
H 2.047 -4.503 -2.397
H 4.665 0.357 -0.731
C -0.956 2.650 -2.346
H -1.264 1.640 3.154
C -0.420 1.115 2.650
N -1.622 3.687 -2.902
C -2.152 -0.149 1.527
H 4.727 -0.843 -2.074
Ce 0.984 -1.106 0.518
C 4.223 -0.543 -1.136
H 0.875 -6.327 -3.401
C 2.303 0.746 -1.955
H 2.825 -3.698 5.132
N -1.217 -2.232 0.783
H 0.985 3.912 -3.938
C 2.649 2.744 -3.373
H -2.011 -1.844 2.752
H 4.286 1.246 2.614
C -5.457 2.718 -2.004
C 0.902 1.669 3.031
H -4.718 1.114 -0.981
H -3.939 5.255 -3.605
H 2.170 3.773 5.412
C -1.484 -5.353 -1.183
C -4.045 4.383 -3.059
C 0.955 1.144 -1.851
Br 3.730 3.890 -4.322
H 1.611 -2.515 5.930
C 0.934 2.603 4.077
C -2.975 3.582 -2.601
H -6.482 2.541 -1.682
C -0.797 -4.232 -0.674
N -1.838 1.880 -1.743
N -0.740 0.217 1.793
N 1.321 -2.410 2.779
H -1.566 -7.015 -2.572
C 0.523 -3.975 -1.067
O 2.123 0.303 1.520
C 3.146 1.561 -2.703
C -4.416 1.969 -1.533
H -2.425 -5.600 -0.687
C 1.054 -4.760 -2.062
C -3.154 2.390 -1.853
C 0.461 2.307 -2.533
H -1.544 0.999 -1.381
C 1.538 -2.894 3.796
```

Summary:
energy above the lowest of the compared OMol25 structures with the same formula, charge and spin = 0.00 kJ/mol
charge = +2

A cluster of 2 separate species, C8H8Cl4NO6P in total in a non-equilibrium geometry. Source: the Open Molecules 2025 dataset; level of theory: ωB97M-V/def2-TZVPD.

The geometry in XYZ format:
```
28
C8H8Cl4NO6P | the Open Molecules 2025 dataset | ωB97M-V/def2-TZVPD
Cl -2.856 1.024 2.520
C -0.271 -3.002 -0.562
N 0.731 -0.849 -0.117
H -0.859 -3.148 -1.466
C 2.056 1.725 -2.188
C -0.353 -1.566 -0.187
C -1.681 -0.972 0.102
P 3.108 1.413 0.480
O 3.166 0.069 1.347
O 1.473 0.827 -3.128
H -2.396 -1.742 0.389
Cl -4.752 2.760 3.826
C -4.575 1.326 2.820
H -0.645 -3.613 0.260
H 4.650 0.924 -0.890
C 0.560 0.128 -2.408
H -1.624 -0.247 0.909
C 1.119 0.045 -1.010
Cl -5.397 1.576 1.278
O 4.578 1.549 -0.157
H 0.765 -3.271 -0.741
H -2.068 -0.506 -0.805
C 2.074 1.030 -0.899
O 2.717 2.568 1.277
Cl -5.277 -0.069 3.643
H 3.861 -0.511 1.014
O 2.359 2.837 -2.468
O -0.465 -0.303 -2.840
```

Summary:
structure (SMILES) = CC(C)=NC1=C(P(=O)(O)O)C(=O)OC1=O.ClC(Cl)(Cl)Cl
charge = 0

We obtain electronic energy values of -1086.77150, -456.51075, -4859.72250, -2998.01452 a.u. for the records listed above, in that order.